Model i:
ORCA calculation (wB97M-V/def2-TZVPD) on a single N2O3S molecule.

## Properties
**Lowest unoccupied orbital energy (spin up / spin down)**: -1.86 / -1.70 eV
**Orbital gap (spin up / spin down)**: 7.58 / 7.93 eV
**HOMO energy (spin up / spin down)**: -9.44 / -9.63 eV

Geometry as XYZ:
```
6
N2O3S, DFT wB97M-V/def2-TZVPD
O 1.90578 -1.44562 -1.61264
N 0.79863 -1.52046 -1.16618
S -0.15882 -0.76566 -0.23430
N -0.72249 1.05921 0.79978
O -1.83670 0.73646 1.03638
O 0.01359 1.93606 1.17696
```

For each atom in turn, the natural (NBO) charge in e is: atom 1 (O): -0.244, atom 2 (N): -0.048, atom 3 (S): 0.483, atom 4 (N): 0.441, atom 5 (O): -0.316, atom 6 (O): -0.316


Model ii:
ORCA calculation (wB97M-V/def2-TZVPD) on a 2-piece molecular cluster, N2O3S overall.

## Properties
**Lowest unoccupied orbital energy**: -1.30 eV
**Orbital gap**: 10.62 eV
**HOMO energy**: -11.92 eV

Geometry as XYZ:
```
6
N2O3S, DFT wB97M-V/def2-TZVPD
N -0.43330 -0.23556 1.47930
N 0.71737 -0.25485 1.32377
O -1.53320 -0.22108 1.82805
O 0.75766 1.38750 -1.75454
O -0.40460 -0.68543 -1.41804
S 0.89607 0.00942 -1.45854
```

For each atom in turn, the natural (NBO) charge in e is: atom 1 (N): 0.445, atom 2 (N): -0.155, atom 3 (O): -0.278, atom 4 (O): -0.823, atom 5 (O): -0.846, atom 6 (S): 1.659


Model iii:
ORCA calculation (wB97M-V/def2-TZVPD) on N2O3S as an isolated structure.

## Properties
**Lowest unoccupied orbital energy**: -0.63 eV
**Orbital gap**: 10.92 eV
**HOMO energy**: -11.55 eV

Geometry as XYZ:
```
6
N2O3S, DFT wB97M-V/def2-TZVPD
N 1.72134 0.47895 -0.06517
N 0.70430 0.87471 0.16751
O -0.43133 1.18871 0.32956
O -1.66712 -0.54927 -1.19277
O -0.08894 -1.69531 0.20466
S -1.29023 -0.88803 0.16555
```

For each atom in turn, the natural (NBO) charge in e is: atom 1 (N): 0.036, atom 2 (N): 0.402, atom 3 (O): -0.366, atom 4 (O): -0.860, atom 5 (O): -0.867, atom 6 (S): 1.655


Most stable one: model ii, least stable one: model i.


Model i:
ORCA calculation (wB97M-V/def2-TZVPD) on C12H12FN2O2PdSbSe4 as an isolated structure.

## Properties
**Lowest unoccupied orbital energy (spin up / spin down)**: 4.49 / 3.28 eV
**Orbital gap (spin up / spin down)**: 5.81 / 4.48 eV
**Total charge**: -2
**HOMO energy (spin up / spin down)**: -1.32 / -1.20 eV
**Spin multiplicity**: 5
**Expectation value of S²**: 6.038

Geometry as XYZ:
```
35
C12H12FN2O2PdSbSe4, DFT wB97M-V/def2-TZVPD
Pd 1.59616 0.44023 -0.06551
C 3.03274 -3.29833 2.08524
C 1.97877 -2.25902 1.70409
O 2.31748 -1.05892 1.87286
C 0.75004 -2.73945 1.24232
C -0.33628 -1.93247 0.77996
C -1.67404 -2.61275 0.59692
N -0.21296 -0.66990 0.51817
N -1.39359 -0.00049 0.16003
C -1.15060 1.26375 -0.00130
O -0.04152 1.88453 0.18240
C -2.31980 2.10797 -0.43338
C -3.62976 1.63368 -0.38968
C -4.68391 2.42720 -0.81299
C -4.44622 3.71128 -1.29484
C -3.14450 4.19060 -1.33671
C -2.09036 3.39655 -0.90266
H 3.99502 -2.96899 1.69164
H 2.80131 -4.29164 1.69763
H 3.12229 -3.35420 3.17401
H 0.58866 -3.80946 1.25268
H -1.60223 -3.66629 0.86596
H -1.99947 -2.51408 -0.43995
H -2.43715 -2.13102 1.20940
H -3.79182 0.62865 -0.02208
H -5.69751 2.04371 -0.76901
H -5.26877 4.32550 -1.64395
H -2.94604 5.18900 -1.71064
H -1.06632 3.74503 -0.92260
Se 7.17525 0.51164 -3.20289
Sb 6.69988 0.09921 -0.81568
Se 3.93562 -0.14557 -0.65407
Se 3.54783 2.03642 -0.05524
Se 7.25912 -2.20160 -1.54560
F 1.13271 0.01924 -2.01453
```

Atom charges from the natural (NBO) analysis, given in e for atoms 1 to 6: atom 1 (Pd): 1.114, atom 2 (C): -0.681, atom 3 (C): 0.479, atom 4 (O): -0.743, atom 5 (C): -0.533, atom 6 (C): 0.288


Model ii:
ORCA calculation (wB97M-V/def2-TZVPD) on C12H12FN2O2PdSbSe4 as an isolated structure.

## Properties
**Lowest unoccupied orbital energy (spin up / spin down)**: 4.58 / 3.86 eV
**Orbital gap (spin up / spin down)**: 6.13 / 5.43 eV
**Total charge**: -2
**HOMO energy (spin up / spin down)**: -1.55 / -1.56 eV
**Spin multiplicity**: 5
**Expectation value of S²**: 6.037

Geometry as XYZ:
```
35
C12H12FN2O2PdSbSe4, DFT wB97M-V/def2-TZVPD
Pd 2.41015 0.18057 0.11449
C 3.63483 -3.65389 0.52547
C 2.46730 -2.85434 -0.00666
O 2.70309 -1.99738 -0.85205
C 1.14185 -3.11083 0.54076
C 0.03503 -2.30956 0.39897
C -1.29922 -2.78430 0.90615
N 0.15149 -1.06000 -0.12160
N -0.99658 -0.45027 -0.31424
C -0.77625 0.88318 -0.60077
O 0.29460 1.47820 -0.59537
C -2.02699 1.67828 -0.88140
C -1.92164 3.06655 -0.86374
C -3.03916 3.84944 -1.12049
C -4.26315 3.25470 -1.40251
C -4.37014 1.86845 -1.41601
C -3.25604 1.08310 -1.14911
H 4.26472 -2.91878 1.03539
H 4.20402 -4.06063 -0.31165
H 3.34764 -4.45539 1.20824
H 1.02370 -4.00826 1.13786
H -1.19362 -3.74388 1.41257
H -2.00015 -2.89117 0.07537
H -1.73768 -2.05289 1.58629
H -0.95642 3.50156 -0.62512
H -2.95137 4.92969 -1.09486
H -5.13323 3.86922 -1.60560
H -5.32434 1.40032 -1.63045
H -3.31814 0.00298 -1.14212
Se 1.38375 4.23096 1.26733
Sb 2.94755 2.38091 1.20265
Se 1.74950 0.36851 2.57216
Se 3.47694 1.80853 -1.42763
Se 5.05727 2.87759 2.25541
F 4.27072 -0.36119 0.92225
```

Atom charges from the natural (NBO) analysis, given in e for atoms 1 to 6: atom 1 (Pd): 0.734, atom 2 (C): -0.713, atom 3 (C): 0.531, atom 4 (O): -0.615, atom 5 (C): -0.384, atom 6 (C): 0.210


Most stable one: model i, least stable one: model ii.


Model i:
ORCA calculation (wB97M-V/def2-TZVPD) on an isolated ion of composition C4H8NO and charge +1.

## Properties
**Lowest unoccupied orbital energy**: -4.48 eV
**Orbital gap**: 9.36 eV
**Total charge**: +1
**HOMO energy**: -13.84 eV

Geometry as XYZ:
```
14
C4H8NO, DFT wB97M-V/def2-TZVPD
C 0.83393 -0.62544 -0.72976
C -0.16394 0.07425 -0.06185
C 0.15390 0.99027 1.10274
C -2.57079 -0.60947 -0.14715
N -1.62174 0.22174 -0.23033
O 2.26599 -0.04375 -0.78229
H 0.58290 -1.25158 -1.55352
H 2.70562 -0.40578 -1.57399
H 0.97642 0.67557 1.73644
H -0.70478 1.02625 1.79522
H 0.49764 2.01838 0.66873
H -2.26630 -1.60500 0.03083
H -3.56620 -0.29118 -0.25642
H 2.87733 -0.17426 0.00136
```

Atom charges from the natural (NBO) analysis, given in e for atoms 1 to 6: atom 1 (C): -0.068, atom 2 (C): 0.217, atom 3 (C): -0.675, atom 4 (C): 0.025, atom 5 (N): -0.376, atom 6 (O): -0.627


Model ii:
ORCA calculation (wB97M-V/def2-TZVPD) on C4H8NO as an isolated structure.

## Properties
**Lowest unoccupied orbital energy**: -3.27 eV
**Orbital gap**: 10.12 eV
**Total charge**: +1
**HOMO energy**: -13.39 eV

Geometry as XYZ:
```
14
C4H8NO, DFT wB97M-V/def2-TZVPD
C -0.11850 -1.24350 0.94445
C -1.23451 -0.47726 0.38660
C -0.17348 0.38503 -0.20997
C 1.43885 0.88058 -1.90124
N -1.08092 -0.44849 1.82659
O 0.21389 0.24859 -1.37567
H 0.06508 -2.34050 1.14206
H -2.15057 -0.66082 -0.06876
H 0.35979 1.20845 0.44424
H 2.33473 0.34387 -1.41683
H 1.53362 2.00408 -1.58231
H 1.40510 0.79193 -3.07448
H -1.84639 -0.96255 2.35995
H -0.74667 0.27059 2.52536
```

Atom charges from the natural (NBO) analysis, given in e for atoms 1 to 6: atom 1 (C): -0.224, atom 2 (C): -0.136, atom 3 (C): 0.343, atom 4 (C): -0.291, atom 5 (N): -0.564, atom 6 (O): -0.442


Model iii:
ORCA calculation (wB97M-V/def2-TZVPD) on an isolated ion of composition C4H8NO and charge +1.

## Properties
**Lowest unoccupied orbital energy**: -4.74 eV
**Orbital gap**: 9.52 eV
**Total charge**: +1
**HOMO energy**: -14.26 eV

Geometry as XYZ:
```
14
C4H8NO, DFT wB97M-V/def2-TZVPD
C -1.23387 -0.50709 -0.81436
C 0.09934 0.22703 -0.75161
N 0.44695 1.03629 -1.73046
C 0.97499 0.16894 0.40375
C 0.71901 -0.30604 1.65189
O -0.50473 -0.60391 1.97377
H -1.83698 0.00760 -0.06716
H -1.15712 -1.49897 -0.34469
H -1.64608 -0.61382 -1.79714
H 0.04763 1.00025 -2.62993
H 1.24538 1.57139 -1.54397
H 1.96292 0.43235 0.29139
H 1.46821 -0.29164 2.46236
H -0.58564 -0.62239 2.89618
```

Atom charges from the natural (NBO) analysis, given in e for atoms 1 to 6: atom 1 (C): -0.688, atom 2 (C): 0.464, atom 3 (N): -0.647, atom 4 (C): -0.453, atom 5 (C): 0.327, atom 6 (O): -0.614


Most stable one: model iii, least stable one: model ii.